# 1
{"formula": "C3H5NO", "method": "ωB97M-V with the def2-TZVPD basis set", "lumo_energy_ev": 0.9, "smiles": "C[C@H]1NC1=O", "elements": ["C", "C", "N", "C", "O", "H", "H", "H", "H", "H"], "xyz": [[0.35, 0.81, 1.02], [0.14, 0.45, -0.43], [0.11, -1.06, -0.67], [-1.10, -0.83, -1.01], [-2.22, -0.88, -1.44], [0.70, 1.75, 1.07], [1.07, 0.16, 1.36], [-0.44, 0.59, 1.62], [0.71, 0.75, -1.25], [0.68, -1.74, -0.26]]}

# 2
{"formula": "C3H5NO", "method": "ωB97M-V with the def2-TZVPD basis set", "lumo_energy_ev": 0.8, "elements": ["O", "C", "N", "C", "C", "H", "H", "H", "H", "H"], "xyz": [[-0.23, 2.05, -0.56], [-0.95, 1.04, -0.40], [-0.36, -0.16, -0.39], [0.07, -1.13, 0.59], [1.05, -0.11, -0.04], [-2.03, 1.11, -0.32], [-0.28, -1.07, 1.62], [-0.03, -2.14, 0.17], [1.65, -0.62, -0.80], [0.87, 1.41, -0.16]]}

# 3
{"formula": "C3H5NO", "method": "ωB97M-V with the def2-TZVPD basis set", "lumo_energy_ev": 0.8, "smiles": "CO[C@@H]1C=N1", "elements": ["C", "O", "C", "C", "N", "H", "H", "H", "H", "H"], "xyz": [[-1.18, -0.33, -0.15], [-0.60, 0.97, -0.22], [0.95, 0.65, 0.32], [2.45, 0.28, -0.18], [1.61, -0.64, -0.03], [-1.01, -0.86, -1.07], [-2.20, -0.08, -0.19], [-0.90, -0.76, 0.85], [0.76, 1.04, 1.24], [3.34, 0.51, -0.66]]}

Record-wise ΔE to the lowest compared entry with this formula, charge and spin values, in kJ/mol: 321.1; 383.8; 491.7
Record-wise HOMO level values, in eV: -8.15; -9.01; -9.59